C3H8OS2 | the ωB97M-V functional and the def2-TZVPD basis

Output
ΔE to the lowest compared entry with this formula, charge and spin ... 460.00 kJ/mol

Each line ends with the Löwdin charge.
Element x y z (Å)
S (2.281, 0.795, -1.822)  0.09
S (-2.771, 0.022, 0.198)  0.69
O (1.433, -0.677, 2.251)  -0.07
C (-1.093, -0.138, -0.604)  -0.51
C (0.900, -0.054, 1.040)  -0.26
C (-0.239, -0.798, 0.455)  -0.31
H (-0.767, 0.804, -1.059)  0.06
H (-0.835, -0.959, 1.256)  0.03
H (0.142, -1.760, 0.108)  0.13
H (0.787, 0.968, 1.350)  0.12
H (-1.195, -0.856, -1.409)  0.06
H (-3.083, 1.350, 0.034)  -0.14
H (1.794, 0.115, 0.268)  0.00
H (2.114, -1.389, 2.085)  0.12

=====

C36H42MoNP4 | the ωB97M-V functional and the def2-TZVPD basis

Output
Net charge ... +3
Spin multiplicity ... 3
<S²> ... 2.360
Total energy ... -2884.45801 Eh

Each line ends with the Löwdin charge.
Element x y z (Å)
Mo (0.150, 0.202, -0.016)  0.92
P (-2.052, -0.976, -0.042)  0.77
P (-1.277, 2.222, 0.051)  0.78
P (0.802, -0.198, 2.353)  0.98
P (0.368, 0.568, -2.464)  0.98
N (2.038, 0.713, -0.099)  -0.14
C (0.023, -2.677, 3.399)  -0.13
C (2.513, 0.487, 2.318)  -0.23
C (-1.856, 2.348, -6.070)  -0.02
C (2.518, -3.837, 3.003)  -0.04
C (0.277, -3.952, 3.874)  -0.04
C (4.248, 0.614, 0.395)  0.07
C (2.768, 0.935, -1.266)  -0.34
C (-3.306, 0.382, -0.144)  -0.37
C (2.985, 0.558, 0.917)  -0.34
C (-0.178, 2.772, 4.894)  -0.05
C (-1.729, 0.776, -4.264)  -0.11
C (-2.013, 3.006, 1.522)  -0.22
C (-2.733, -1.969, 1.323)  -0.23
C (1.510, -3.233, -1.752)  -0.04
C (-2.415, -2.093, -1.437)  -0.22
C (-0.706, 3.641, -0.935)  -0.21
C (0.085, 2.319, -4.648)  -0.08
C (1.043, -1.958, 2.769)  -0.36
C (0.977, -1.732, -4.054)  -0.04
C (-2.414, 1.309, -5.339)  -0.04
C (-0.603, 2.835, -5.732)  -0.03
C (-0.404, 0.750, 6.178)  -0.03
C (1.527, -4.523, 3.693)  -0.03
C (0.778, -1.177, -2.794)  -0.37
C (0.192, 0.626, 3.858)  -0.35
C (-2.759, 1.615, -0.856)  -0.38
C (1.742, -3.765, -3.018)  -0.02
C (4.110, 0.861, -1.007)  0.06
C (1.027, -1.946, -1.654)  -0.16
C (2.272, -2.565, 2.519)  -0.09
C (1.455, -3.028, -4.156)  -0.02
C (0.138, 2.022, 3.779)  -0.15
C (-0.078, -0.009, 5.065)  -0.06
C (-0.453, 2.133, 6.095)  -0.03
C (-0.472, 1.274, -3.908)  -0.37
C (2.061, 1.273, -2.527)  -0.24
H (-2.472, 1.379, -1.887)  0.05
H (5.174, 0.530, 0.925)  0.14
H (-2.944, 3.485, 1.212)  0.08
H (-2.143, -1.667, -2.402)  0.02
H (1.724, -5.516, 4.068)  0.13
H (-3.478, -2.341, -1.428)  0.07
H (-2.696, -1.415, 2.260)  0.05
H (-3.377, 0.913, -5.615)  0.12
H (2.606, 0.897, -3.399)  0.13
H (1.611, -3.463, -5.131)  0.13
H (0.759, -1.153, -4.940)  0.12
H (-0.951, -2.232, 3.541)  0.09
H (3.484, -4.292, 2.853)  0.12
H (-0.611, 0.259, 7.118)  0.13
H (0.227, 4.026, -0.517)  0.06
H (-1.460, 4.428, -0.874)  0.08
H (1.717, -3.825, -0.873)  0.12
H (4.908, 0.990, -1.712)  0.14
H (-1.343, 3.771, 1.915)  0.06
H (-0.554, 3.365, -1.980)  0.03
H (-3.566, 0.637, 0.892)  0.09
H (-2.390, 2.767, -6.907)  0.13
H (2.460, 1.506, 2.724)  0.11
H (-4.207, 0.005, -0.638)  0.11
H (3.185, -0.079, 2.965)  0.12
H (-0.154, 3.626, -6.312)  0.13
H (-2.164, -2.896, 1.419)  0.06
H (-0.203, 3.851, 4.841)  0.12
H (0.826, -1.497, -0.614)  0.03
H (-3.773, -2.215, 1.095)  0.08
H (3.038, -2.042, 1.964)  0.10
H (-2.158, -0.054, -3.719)  0.09
H (-0.707, 2.714, 6.969)  0.13
H (2.154, -4.758, -3.107)  0.13
H (-3.518, 2.407, -0.891)  0.11
H (1.054, 2.735, -4.417)  0.10
H (-1.844, -3.013, -1.299)  0.06
H (-0.499, -4.500, 4.385)  0.12
H (-0.017, -1.083, 5.163)  0.10
H (1.976, 2.365, -2.610)  0.10
H (-2.205, 2.273, 2.306)  0.05
H (0.370, 2.509, 2.834)  0.08

=====

C5H13NO2 | the ωB97M-V functional and the def2-TZVPD basis

Output
ΔE to the lowest compared entry with this formula, charge and spin ... 248.31 kJ/mol
SMILES string ... C=C(N)/C=C/C.O.O

Each line ends with the Löwdin charge.
Element x y z (Å)
O (-2.051, -0.289, 1.107)  -0.06
O (-6.234, 0.542, 0.323)  -0.06
N (3.832, -0.800, -0.316)  0.08
C (-0.494, 0.583, -1.751)  -0.10
C (0.358, -0.182, -0.729)  -0.14
C (2.661, -0.299, 0.252)  -0.43
C (2.541, -0.193, 1.578)  0.02
C (1.669, 0.060, -0.768)  -0.10
H (-0.147, -0.951, -0.179)  0.09
H (1.652, 0.225, 2.016)  0.04
H (-2.071, 0.647, 1.331)  0.05
H (4.619, -1.086, 0.223)  0.08
H (-1.518, 0.202, -1.654)  0.06
H (2.073, 0.541, -1.652)  0.11
H (-0.568, 1.614, -1.417)  0.07
H (-6.367, 0.880, 1.214)  0.03
H (-1.723, -0.716, 1.910)  0.05
H (-0.164, 0.325, -2.753)  0.07
H (3.970, -0.693, -1.301)  0.08
H (-5.335, 0.195, 0.340)  0.02
H (3.295, -0.604, 2.225)  0.04

=====

C20H23Cl2NO3 | the ωB97M-V functional and the def2-TZVPD basis

Output
SMILES string ... COc1cc(C(=O)NCCC(C)C)ccc1OCc1ccc(Cl)cc1Cl
Total energy ... -1976.78972 Eh

Each line ends with the Löwdin charge.
Element x y z (Å)
Cl (7.285, -2.080, -2.765)  0.69
Cl (2.148, -2.941, -1.526)  0.76
O (-4.857, 0.484, 0.375)  0.07
O (0.911, -0.472, 1.659)  -0.06
O (1.362, -0.047, -0.836)  -0.04
N (-3.996, 1.071, 2.378)  0.06
C (5.388, -0.171, -2.934)  -0.10
C (-0.171, -0.079, 0.932)  -0.19
C (-6.698, 4.696, 4.402)  -0.09
C (1.658, -0.040, -2.218)  -0.18
C (3.379, -1.867, -2.064)  -0.59
C (-5.425, 2.874, 3.253)  -0.17
C (0.736, -0.751, 3.025)  -0.08
C (-1.446, 0.102, 1.434)  0.03
C (4.674, -2.346, -2.180)  -0.12
C (-5.269, 1.375, 2.989)  -0.18
C (3.066, -0.545, -2.378)  -0.21
C (0.077, 0.144, -0.443)  -0.19
C (5.672, -1.490, -2.617)  -0.67
C (-3.888, 0.678, 1.083)  -0.45
C (-7.949, 2.958, 3.110)  -0.08
C (-0.968, 0.524, -1.269)  0.00
C (-2.492, 0.493, 0.594)  -0.14
C (-2.244, 0.688, -0.754)  -0.02
C (-6.725, 3.228, 3.982)  -0.45
C (4.090, 0.287, -2.806)  -0.02
H (-3.168, 1.355, 2.875)  0.13
H (1.573, 0.977, -2.626)  0.14
H (-6.795, 2.610, 4.885)  0.13
H (-5.851, 4.898, 5.055)  0.07
H (-6.029, 1.023, 2.289)  0.11
H (-8.855, 3.265, 3.629)  0.08
H (-5.360, 0.819, 3.929)  0.13
H (0.019, -1.564, 3.183)  0.10
H (-1.646, -0.103, 2.474)  0.11
H (1.715, -1.061, 3.388)  0.10
H (-7.880, 3.517, 2.180)  0.08
H (4.899, -3.372, -1.934)  0.10
H (0.964, -0.701, -2.758)  0.13
H (-8.037, 1.902, 2.871)  0.07
H (-6.617, 5.337, 3.527)  0.08
H (6.173, 0.487, -3.270)  0.11
H (0.410, 0.135, 3.580)  0.10
H (3.866, 1.316, -3.045)  0.12
H (-7.609, 4.958, 4.934)  0.07
H (-0.800, 0.695, -2.320)  0.11
H (-4.578, 3.209, 3.860)  0.11
H (-3.062, 0.970, -1.398)  0.12
H (-5.384, 3.407, 2.301)  0.13